82
Properties=species:S:1:pos:R:3:forces:R:3:mulliken_charge:R:1 method="wB97M-V/def2-TZVPD" multiplicity=1 homo_energy_ev="-13.80 / -13.80" homo_lumo_gap_ev="5.97 / 5.97" total_charge=+2 molar_mass_g_mol=1330.33 total_energy_ev=-242447.4943 e_above_lowest_kcal_mol=42.01
W 0.3932 -0.4393 -1.3475 0.4 -2.0 -2.2 0.480
Cl -1.3124 -2.4412 -3.2854 0.0 0.0 0.0 -0.023
C -0.1549 -1.4702 -4.1001 -0.1 0.2 0.1 0.502
C 0.3014 -0.3080 -3.4399 0.0 -0.3 -0.7 -1.329
C 1.0860 0.5789 -4.2277 -0.1 -0.1 0.0 0.909
Cl 1.4620 2.1734 -3.7220 0.1 0.2 0.1 -0.201
C 1.5419 0.2121 -5.4874 -0.1 -0.2 -0.1 0.175
Cl 2.5490 1.2435 -6.4043 0.0 0.1 0.0 -0.152
C 1.1717 -1.0280 -6.0376 -0.1 0.0 0.2 0.503
Cl 1.7458 -1.4925 -7.5588 0.1 0.0 -0.1 -0.117
C 0.2833 -1.8642 -5.3515 0.1 0.1 -0.1 -0.074
Cl -0.2402 -3.3305 -6.0415 0.0 -0.1 0.0 -0.140
F 3.7453 -5.0901 -1.6106 0.0 0.0 0.0 -0.175
C 3.3050 -3.9113 -1.9968 0.1 -0.1 -0.1 0.375
F 2.9272 -3.9492 -3.2633 0.0 0.0 0.0 -0.168
F 4.2311 -2.9893 -1.8216 -0.1 0.0 0.0 -0.145
S 1.8601 -3.4508 -0.9368 -0.1 -0.3 0.2 1.167
O 1.2986 -2.2699 -1.6893 -0.5 0.2 0.4 -0.542
O 2.3652 -3.0664 0.3470 0.0 0.1 0.1 -0.782
N 0.9474 -4.6774 -1.0482 0.1 0.1 -0.1 -0.644
S -0.6126 -4.6077 -0.6924 0.1 -0.1 -0.1 1.022
O -1.0338 -3.2384 -0.4714 0.0 -0.1 0.4 -0.639
O -1.3575 -5.4420 -1.5615 -0.1 0.0 0.0 -0.651
C -0.6596 -5.4075 0.9718 -0.1 0.0 0.0 0.620
F -0.4702 -6.7034 0.8653 0.0 0.0 0.0 -0.184
F 0.2867 -4.8759 1.7514 0.0 0.1 0.0 -0.227
F -1.8490 -5.1630 1.5168 0.0 0.0 0.0 -0.220
F 4.8256 -0.4327 -0.3467 0.1 0.1 -0.3 -0.427
Te 3.1585 0.2360 0.1806 0.7 0.4 1.0 1.831
F 3.5012 1.8606 -0.6382 0.1 -0.1 0.0 -0.391
F 1.7009 1.3727 1.1457 0.0 0.0 -0.1 -0.582
F 2.6267 -0.2781 -1.9236 -0.6 -0.2 0.3 -0.748
F 4.0804 0.7545 1.7236 0.1 0.0 0.1 -0.435
O 0.8821 1.1141 -1.2476 -0.1 2.2 0.8 0.910
Se -1.8474 1.4637 -2.7599 -0.5 0.2 0.1 0.496
N -1.6531 0.1408 -1.5377 0.1 0.0 0.0 -0.115
C -2.7463 0.0921 -0.7664 0.0 0.1 -0.2 1.018
C -3.0661 -0.8765 0.2111 -0.1 0.0 0.1 -0.579
C -4.2527 -0.7401 0.8711 0.2 -0.2 0.0 -0.661
C -5.1728 0.3186 0.6133 -0.1 0.1 -0.1 -0.837
C -4.9226 1.2329 -0.3529 -0.1 0.0 0.1 -0.650
C -3.7026 1.1333 -1.0827 0.1 0.0 -0.1 0.558
N -3.3918 1.9374 -2.0839 0.2 -0.2 0.0 -0.759
H -2.4330 -1.7391 0.3542 0.0 0.0 0.0 0.516
H -4.5323 -1.4844 1.6064 0.0 0.0 0.0 0.542
H -6.0947 0.3482 1.1768 0.0 0.0 0.0 0.455
H -5.6160 2.0194 -0.6149 0.0 0.0 0.0 0.519
C 0.2024 -1.8112 5.1343 0.0 0.0 0.1 -1.287
C 1.0183 -2.3440 3.9666 0.0 0.0 0.0 -0.193
C 1.1961 -1.3661 2.8078 0.1 0.1 -0.1 0.142
S -0.4050 -1.0252 2.0380 -0.1 -0.1 0.0 -0.099
O -0.0322 -0.8100 0.5149 0.3 0.0 -0.1 0.450
C -0.9319 0.6388 2.5686 0.0 0.0 0.0 0.653
C -0.1387 1.3208 3.6741 0.0 -0.1 0.0 0.079
C -0.7350 2.6934 3.9651 0.0 0.1 0.0 -1.452
H 0.0621 -2.5896 5.8819 0.0 0.0 0.0 0.468
H -0.7997 -1.4900 4.8280 0.0 0.0 0.0 0.296
H 0.6946 -0.9695 5.6222 0.0 0.0 0.0 0.314
H 0.5830 -3.2662 3.5837 0.0 0.0 0.0 0.030
H 2.0293 -2.5925 4.2957 0.0 0.0 0.0 0.516
H 1.7513 -1.8442 1.9960 -0.1 0.0 0.1 -0.254
H 1.6740 -0.4271 3.0812 0.0 0.0 0.0 0.467
H -1.9746 0.4864 2.8552 0.0 0.0 0.0 0.927
H -0.9039 1.2121 1.6411 0.0 0.0 0.0 -1.068
H 0.9000 1.4262 3.3680 0.0 0.1 0.0 0.120
H -0.1781 0.7204 4.5832 0.0 0.0 -0.1 0.071
H -0.6149 3.3720 3.1172 0.0 0.0 0.0 0.147
H -0.2292 3.1517 4.8132 0.0 0.0 0.0 0.441
H -1.7975 2.6339 4.2051 0.0 0.0 0.0 0.377
N 0.9101 6.6737 -1.0199 0.0 0.1 0.0 -0.234
C 0.7856 5.3568 -0.2799 0.0 0.0 0.0 -0.586
C -0.5384 4.6581 -0.5968 0.1 0.0 0.0 -0.948
N -0.5967 3.3344 -0.0076 0.2 0.0 0.0 0.069
H 1.7933 7.1426 -0.8007 0.0 0.0 0.0 0.373
H 0.1525 7.3173 -0.7760 0.0 0.0 0.0 0.357
H 0.8811 6.5357 -2.0337 0.0 0.0 0.0 0.351
H 0.8857 5.5899 0.7789 0.0 0.0 0.0 0.290
H 1.6381 4.7505 -0.5863 0.0 0.0 0.0 0.391
H -0.6496 4.5726 -1.6837 0.0 0.0 0.0 0.430
H -1.3784 5.2555 -0.2352 0.0 0.0 0.0 0.565
H -0.6792 3.3952 1.0005 0.0 0.1 0.0 0.002
H 0.2710 2.8329 -0.1860 -0.1 -0.1 0.1 -0.207

---

193
Properties=species:S:1:pos:R:3:forces:R:3:mulliken_charge:R:1 method="wB97M-V/def2-TZVPD" multiplicity=1 homo_energy_ev=-9.22 homo_lumo_gap_ev=9.70 total_charge=0 molar_mass_g_mol=1057.58 total_energy_ev=-92799.3724
C 5.8396 -2.3713 0.6513 0.4 0.0 -0.4 -0.554
C 6.7472 -1.1809 1.0210 -0.8 -0.2 0.0 -1.019
C 5.7257 -0.0428 1.2551 0.5 -0.2 -0.1 -0.470
O 4.4512 -0.5610 0.8891 -0.2 0.3 -0.2 0.471
C 4.6368 -1.6812 0.0178 0.2 -0.2 0.7 0.216
H 5.4911 -2.9353 1.5181 0.2 0.1 0.1 0.322
H 6.4060 -3.0531 0.0143 -0.3 -0.1 -0.1 0.389
H 7.3674 -0.9075 0.1699 0.3 -0.2 0.1 0.332
H 7.3464 -1.4524 1.8860 0.2 0.4 0.0 0.349
H 5.9708 0.8179 0.6224 -0.1 0.0 0.1 0.156
H 5.7212 0.2790 2.2980 -0.3 0.0 0.0 0.409
H 4.8134 -1.4111 -1.0313 0.0 0.2 0.1 0.091
H 3.7269 -2.2728 0.1007 0.0 0.0 -0.2 -0.481
C -5.5223 4.0207 1.7741 0.4 0.3 0.0 -0.939
C -4.3966 3.6716 2.7731 -1.0 -0.3 0.3 -0.485
C -3.5108 2.6926 2.0107 0.0 -0.7 -0.5 0.137
O -4.0455 2.5727 0.6754 0.3 0.5 0.3 0.390
C -5.4252 2.9097 0.7398 -0.2 -0.1 -0.5 -0.932
H -5.3147 4.9728 1.2793 0.1 0.0 0.0 0.265
H -6.4794 4.1393 2.2767 -0.1 -0.2 -0.1 0.426
H -4.8825 3.1575 3.6081 0.3 0.0 0.1 0.362
H -3.9143 4.5529 3.1879 0.2 0.0 -0.2 0.167
H -3.5582 1.6743 2.4195 0.1 0.2 0.4 -0.240
H -2.4605 2.9828 1.9596 0.0 0.1 -0.2 0.179
H -6.0168 2.0049 0.9355 0.0 0.1 0.4 0.478
H -5.7187 3.2582 -0.2541 0.1 0.0 0.1 0.391
C 0.1259 -0.7989 0.0492 -0.4 0.9 0.0 1.666
C -0.0099 0.6277 0.6034 0.4 0.1 0.0 0.947
C -0.9919 1.2412 -0.3902 -0.1 0.2 0.4 1.441
O -0.6914 0.6749 -1.6718 0.0 -0.3 0.4 -0.236
C 0.0736 -0.5047 -1.4515 0.7 -0.9 0.0 0.490
H -0.7520 -1.3851 0.3315 0.2 -0.1 0.2 -1.014
H 1.0525 -1.2945 0.3338 -0.1 -0.1 0.1 -0.127
H 0.9566 1.1444 0.5585 0.0 -0.1 -0.2 -1.432
H -0.3218 0.7240 1.6453 -0.2 -0.2 -0.1 0.287
H -0.8976 2.3282 -0.4497 -0.1 0.0 -0.1 -0.397
H -2.0216 1.0034 -0.0904 0.0 0.0 -0.2 -0.855
H 1.0960 -0.3652 -1.8214 0.0 0.2 -0.2 -0.152
H -0.3330 -1.3835 -1.9654 -0.2 0.3 -0.2 -0.890
C 2.0052 3.8886 1.5720 0.5 -0.2 0.7 0.851
C 2.2925 5.3002 1.0857 0.6 0.1 -1.5 -0.333
C 3.1746 5.0010 -0.1456 -1.1 0.1 -0.2 -0.498
O 3.9179 3.8479 0.1629 0.4 -0.2 0.3 -0.448
C 3.3389 3.1608 1.3077 -0.1 0.8 -1.0 0.403
H 1.2160 3.3778 1.0210 -0.2 0.3 0.0 -0.595
H 1.7571 3.8953 2.6341 -0.2 -0.3 -0.1 -0.110
H 2.8679 5.9016 1.7899 -0.2 -0.1 0.2 0.353
H 1.4499 5.8696 0.6934 -0.3 0.0 0.6 0.012
H 3.7963 5.8336 -0.4796 0.3 -0.1 0.3 0.455
H 2.4943 4.7895 -0.9941 0.1 -0.1 0.1 0.107
H 4.0463 3.2590 2.1345 -0.1 -0.2 0.1 0.112
H 3.2250 2.1269 0.9804 0.0 -0.1 0.4 -0.346
C -1.3232 -3.3412 -4.5918 -0.1 0.7 0.3 0.039
C -1.0884 -1.8318 -4.8096 0.6 -0.2 0.3 0.534
C -2.1740 -1.4789 -5.7943 -0.3 0.1 0.0 -0.391
O -3.3036 -2.1980 -5.3017 0.0 0.2 0.0 -0.478
C -2.8409 -3.4530 -4.8168 -0.1 -0.5 -0.1 -0.569
H -1.0325 -3.6012 -3.5729 0.0 -0.3 -0.1 -0.439
H -0.7561 -3.9395 -5.3016 0.0 -0.1 0.0 0.445
H -0.0582 -1.5890 -5.0858 -0.2 -0.1 -0.3 0.568
H -1.2628 -1.2974 -3.8728 -0.2 0.0 -0.1 -0.729
H -1.9605 -1.7990 -6.8227 0.2 0.0 0.0 0.301
H -2.4229 -0.4182 -5.8018 -0.1 0.0 0.0 0.017
H -3.0796 -4.2380 -5.5450 0.1 0.1 0.0 0.305
H -3.3945 -3.7032 -3.9088 0.0 0.2 0.1 0.262
C -2.0771 2.0232 5.5236 0.5 0.3 0.3 -0.587
C -1.8953 3.5503 5.5891 -0.3 0.0 0.4 -0.738
C -0.4922 3.7218 5.0084 -0.6 0.2 0.3 -0.740
O -0.4293 2.7611 3.9680 0.2 0.2 -0.4 0.655
C -1.0989 1.5957 4.4013 -0.5 -0.8 0.7 1.625
H -3.1016 1.6707 5.4323 0.0 0.1 -0.3 0.366
H -1.7134 1.6407 6.4819 0.0 -0.2 -0.1 0.465
H -2.0074 3.8914 6.6222 0.3 0.0 -0.1 0.448
H -2.6365 4.1273 5.0345 0.1 -0.3 -0.3 -0.040
H 0.2661 3.5403 5.7837 0.1 -0.1 -0.1 0.393
H -0.3472 4.7140 4.5863 0.2 0.0 -0.1 0.361
H -0.3849 0.8621 4.7992 0.1 0.1 -0.1 -1.080
H -1.6070 1.0801 3.5837 0.1 0.4 -0.3 -1.031
C 3.9632 -4.3150 -1.6544 -0.1 -1.0 -0.4 -0.099
C 2.7553 -3.6742 -2.3296 0.0 0.7 0.3 1.310
C 3.1655 -3.8700 -3.7834 -0.2 -0.1 0.0 -0.407
O 3.8039 -5.1603 -3.8236 -0.2 0.2 -0.1 -0.488
C 4.0416 -5.5951 -2.4810 0.4 0.1 -0.4 -0.641
H 3.9347 -4.5482 -0.5935 -0.2 0.3 0.1 0.276
H 4.8424 -3.7224 -1.9122 0.1 0.1 0.3 -0.039
H 2.5975 -2.6315 -2.0326 0.2 0.0 -0.3 -0.576
H 1.8069 -4.1746 -2.1170 0.1 -0.3 0.1 -0.409
H 3.8634 -3.0902 -4.1090 0.0 -0.1 0.1 0.215
H 2.3244 -3.8676 -4.4709 -0.1 -0.1 -0.1 0.273
H 5.0168 -6.0861 -2.4800 0.0 0.1 0.2 0.360
H 3.2906 -6.3398 -2.1909 -0.1 0.1 0.1 0.273
C 2.1093 -5.4366 1.9549 0.0 0.1 0.0 -0.654
C 1.4686 -4.0671 2.2627 0.4 0.3 -0.1 1.353
C 0.6439 -4.3211 3.5322 -0.2 0.0 -0.2 0.640
O 1.0637 -5.5788 4.0453 0.5 0.0 0.2 -0.549
C 1.3869 -6.3702 2.9147 -0.7 -0.1 -0.4 -0.592
H 3.1738 -5.3984 2.1942 0.0 -0.1 0.0 0.382
H 2.0163 -5.7593 0.9182 -0.1 0.1 -0.1 0.166
H 0.8775 -3.6460 1.4452 -0.1 -0.2 0.0 -0.883
H 2.2549 -3.3337 2.4554 -0.1 0.0 0.1 0.067
H -0.4315 -4.3628 3.3195 0.0 -0.1 -0.1 -0.172
H 0.7958 -3.5438 4.2789 0.1 -0.1 0.1 -0.351
H 0.4383 -6.7236 2.4725 0.2 0.0 -0.1 0.209
H 1.9550 -7.2576 3.1861 0.1 0.2 0.3 0.415
C -0.9047 6.5275 -1.2170 -0.1 0.4 -0.2 -0.692
C -1.9439 6.4304 -0.0984 0.3 -0.6 0.1 -0.323
C -3.1352 5.7333 -0.8040 0.0 0.2 0.4 0.027
O -2.6775 5.3575 -2.0925 -0.1 -0.2 -0.2 -0.490
C -1.2637 5.3119 -2.0584 0.2 0.4 -0.2 0.467
H 0.1315 6.6014 -0.8882 0.0 -0.3 0.1 0.310
H -1.0970 7.4252 -1.8135 0.0 -0.1 0.0 0.316
H -2.1521 7.3902 0.3679 -0.2 0.0 -0.1 0.507
H -1.5700 5.7560 0.6811 0.0 0.2 0.0 -0.110
H -3.9944 6.3972 -0.9122 0.0 0.0 -0.1 0.345
H -3.4445 4.8347 -0.2631 0.0 0.1 0.1 -0.367
H -0.9237 5.3725 -3.0913 0.1 -0.1 0.0 0.430
H -0.8735 4.3879 -1.6046 -0.2 0.0 0.0 -0.560
C 4.5568 2.3957 -2.8609 -0.4 0.4 0.3 -0.131
C 4.2653 2.3266 -4.3529 0.2 0.2 -0.5 -0.661
C 4.1277 0.8226 -4.6243 -0.2 -0.3 0.0 -0.459
O 4.1319 0.1588 -3.3435 0.0 0.0 -0.2 -0.358
C 3.8797 1.1337 -2.3468 0.6 0.5 0.3 1.564
H 4.1417 3.2948 -2.4030 0.0 -0.1 0.0 -0.105
H 5.6210 2.3964 -2.6249 0.1 -0.2 -0.2 0.432
H 5.0553 2.8103 -4.9305 0.1 -0.3 -0.1 0.407
H 3.3590 2.8636 -4.6388 -0.2 -0.1 0.3 0.110
H 4.9443 0.4207 -5.2279 0.1 0.0 0.2 0.335
H 3.1937 0.5545 -5.1303 0.0 0.2 0.0 0.189
H 4.3314 0.8024 -1.4118 -0.2 -0.2 0.0 -0.813
H 2.8105 1.3335 -2.1915 -0.1 -0.3 -0.1 -0.576
C -1.7244 2.5349 -5.9435 -0.2 0.8 0.1 -0.587
C -1.3915 2.2694 -4.4809 -0.2 -0.8 0.1 1.142
C 0.1314 2.0767 -4.5705 -1.3 -0.1 -0.1 0.613
O 0.5335 3.0895 -5.4831 0.7 0.1 0.3 -0.462
C -0.5554 3.4442 -6.3367 0.0 -0.5 -0.1 -0.644
H -2.6685 3.0714 -6.0598 0.0 -0.2 -0.1 0.433
H -1.7607 1.6331 -6.5542 0.1 -0.1 0.1 0.151
H -1.9134 1.4146 -4.0425 0.2 -0.1 -0.2 -0.668
H -1.7022 3.1195 -3.8685 0.4 0.1 0.0 -0.183
H 0.3359 1.0905 -5.0117 0.1 0.0 0.2 -0.093
H 0.6053 2.1314 -3.5920 0.3 0.4 -0.2 -0.214
H -0.2533 3.2858 -7.3739 0.0 0.2 0.0 0.340
H -0.7845 4.4987 -6.1697 -0.1 0.0 -0.1 0.314
C 2.1423 0.2820 6.0229 -0.1 0.7 0.2 -1.044
C 2.4946 1.2219 4.8452 -0.1 -0.4 0.0 0.315
C 2.4641 0.2905 3.6316 0.3 0.4 -0.4 0.897
O 1.6119 -0.7908 3.9713 0.0 0.0 0.2 0.227
C 1.7992 -1.0462 5.3549 0.0 -0.7 0.3 -0.757
H 1.3138 0.7363 6.5712 -0.2 -0.3 0.0 0.234
H 2.9468 0.1959 6.7522 0.1 -0.2 -0.1 0.259
H 3.4726 1.6819 4.9717 0.0 0.1 -0.1 0.724
H 1.7274 1.9853 4.7440 0.1 0.1 0.0 -0.579
H 3.4817 -0.0326 3.3725 -0.1 -0.3 0.1 -0.174
H 2.0631 0.7544 2.7293 -0.1 0.0 0.1 -0.993
H 2.5931 -1.7917 5.5235 0.1 0.2 -0.2 0.417
H 0.8993 -1.5332 5.7427 -0.1 0.3 -0.1 0.461
C -3.7587 -1.2819 -1.4853 -1.3 0.5 -0.3 1.269
C -4.4306 -0.1635 -2.3264 0.9 0.7 -0.4 -0.007
C -5.7201 0.2244 -1.6038 0.1 -0.9 0.0 -0.162
O -5.8169 -0.6467 -0.4678 0.1 0.2 0.0 -0.579
C -4.5394 -1.1850 -0.1658 0.3 -0.1 0.3 0.140
H -2.7005 -1.0543 -1.3984 0.1 -0.4 0.1 -1.103
H -3.9684 -2.2432 -1.9535 0.4 -0.1 0.0 0.193
H -4.5969 -0.4084 -3.3770 -0.1 -0.5 0.2 0.352
H -3.7327 0.6801 -2.4044 -0.2 0.1 0.3 -0.402
H -6.5829 -0.0316 -2.2181 -0.1 0.4 0.0 0.380
H -5.7262 1.2691 -1.2942 -0.1 0.0 -0.1 -0.180
H -4.7263 -2.1480 0.3133 0.2 0.0 0.0 0.313
H -4.0034 -0.5582 0.5658 -0.1 0.1 -0.1 -0.283
C -1.2583 -6.4238 -1.2889 0.4 -0.4 -0.1 -1.420
C -1.6500 -5.5271 -0.1264 -1.2 0.1 -0.4 1.159
C -1.8505 -4.0960 -0.5999 0.4 0.9 -0.1 0.508
O -2.8849 -6.0073 0.4507 0.5 0.0 0.1 -0.618
H -0.2467 -6.2254 -1.6543 0.0 0.1 0.1 0.205
H -1.9335 -6.3024 -2.1424 -0.1 0.2 0.1 0.378
H -1.2966 -7.4829 -1.0199 0.1 0.1 0.2 0.438
H -0.9094 -5.5363 0.6740 0.0 -0.2 0.1 -0.571
H -2.4317 -3.4644 0.0755 -0.1 -0.4 0.2 -0.285
H -2.3503 -4.0283 -1.5703 0.0 -0.2 0.0 -0.012
H -0.8963 -3.5592 -0.6996 0.1 -0.3 -0.1 -0.301
H -3.4339 -6.3689 -0.2519 0.0 0.1 0.0 0.394
C -2.0404 -2.0800 2.8644 0.7 0.5 0.3 1.174
C -2.8043 -2.6046 4.0604 0.1 -0.2 -0.1 0.708
C -3.0596 -1.5795 5.1389 -0.2 0.2 0.2 -1.523
O -4.0458 -3.1476 3.5962 0.1 0.0 0.0 -0.561
H -1.0711 -1.6598 3.1725 -0.1 -0.1 0.1 -0.355
H -2.5649 -1.2551 2.3735 -0.2 -0.3 -0.2 -0.326
H -1.8017 -2.8928 2.1805 -0.3 0.1 -0.2 -0.376
H -2.2078 -3.4220 4.4878 -0.2 0.0 0.0 -0.030
H -2.1479 -1.1436 5.5515 0.1 0.0 -0.2 0.194
H -3.5870 -2.0520 5.9722 0.0 0.0 0.0 0.509
H -3.6950 -0.7757 4.7510 0.1 0.0 0.0 0.376
H -4.7637 -2.7876 4.1234 0.0 0.0 0.0 0.348